DFT (the ωB97M-V functional and the def2-TZVPD basis) results for an isolated molecule of C22H25N3O2.

Structure (XYZ):
```
52
Properties=species:S:1:pos:R:3:forces:R:3
C -8.641556 -0.547336 1.416169 0.02 0.23 0.08
C -8.235552 0.914867 1.268919 0.06 -0.13 -0.20
C -7.256462 1.155682 0.121245 0.27 -0.03 0.18
C -5.890317 0.519864 0.359581 -0.37 -0.03 0.18
O -5.041968 0.933066 -0.695541 0.13 0.07 -0.18
C -3.764381 0.491280 -0.730587 0.30 0.01 -0.19
C -2.995216 0.928862 -1.814343 -0.32 0.03 0.14
C -1.686357 0.534076 -1.945848 0.09 -0.17 0.20
C -1.083768 -0.312049 -1.005286 -0.58 0.12 0.14
C 0.292693 -0.704911 -1.196487 0.67 -0.38 0.20
C 1.041088 -1.493241 -0.411388 -0.43 0.35 -0.25
C 2.426371 -1.800149 -0.780313 0.11 -0.14 0.10
O 2.967393 -1.378213 -1.796853 0.03 0.09 -0.33
N 3.084402 -2.605058 0.090600 -0.04 -0.05 0.18
C 4.429970 -3.079518 -0.131971 0.33 -0.05 0.05
C 5.464533 -2.424832 0.786652 -0.15 -0.14 -0.21
C 5.663668 -0.960835 0.567911 0.09 0.01 0.14
N 6.338739 -0.213243 1.396294 0.10 -0.38 0.40
C 6.338340 1.044127 0.847138 -0.37 0.08 -0.66
C 6.906432 2.230792 1.296193 -0.03 -0.05 -0.04
C 6.732159 3.356756 0.519218 0.11 0.14 0.13
C 6.011944 3.321592 -0.676943 -0.08 0.05 -0.14
C 5.441094 2.154266 -1.142793 -0.08 0.00 -0.12
C 5.614807 1.018918 -0.369215 0.41 0.33 0.48
N 5.209450 -0.281027 -0.524042 0.03 -0.08 -0.06
C -1.860362 -0.738462 0.073325 0.20 0.10 -0.26
C -3.176835 -0.348492 0.214359 -0.35 0.05 0.13
H -7.794597 -1.163852 1.705916 0.05 -0.15 0.03
H -9.408653 -0.648539 2.180231 -0.06 -0.11 0.06
H -9.040777 -0.927264 0.478525 -0.05 -0.10 -0.10
H -9.130767 1.511970 1.084481 0.04 0.06 0.07
H -7.791594 1.265691 2.203280 -0.05 0.10 0.04
H -7.105584 2.228730 -0.010039 0.02 0.00 -0.06
H -7.669073 0.762216 -0.809154 -0.01 0.02 -0.07
H -5.483885 0.854595 1.324397 0.00 -0.07 -0.07
H -5.967822 -0.574651 0.367669 0.07 0.08 0.04
H -3.459528 1.579716 -2.538295 -0.05 0.07 -0.09
H -1.107646 0.880225 -2.789555 0.07 0.03 -0.09
H 0.774033 -0.318377 -2.087443 0.10 0.00 -0.05
H 0.666420 -1.932044 0.501272 -0.13 -0.02 0.11
H 2.634610 -2.876238 0.949966 -0.10 0.06 -0.11
H 4.449953 -4.162472 0.031340 0.03 0.13 -0.10
H 4.668983 -2.884553 -1.180337 -0.03 -0.13 0.11
H 5.188785 -2.573446 1.833577 0.06 -0.01 -0.03
H 6.425636 -2.924777 0.636507 -0.03 -0.01 0.05
H 7.462672 2.257780 2.219641 0.06 0.00 0.11
H 7.161973 4.294887 0.839782 0.03 0.06 0.03
H 5.901525 4.231040 -1.249491 -0.01 0.06 -0.05
H 4.883673 2.122456 -2.066897 -0.04 0.04 -0.10
H 4.583610 -0.627535 -1.245301 -0.08 -0.10 0.06
H -1.432671 -1.389797 0.819868 0.03 -0.07 0.08
H -3.739573 -0.702527 1.064065 -0.07 -0.01 0.05
```
Forces are in eV/Å.

Values from the calculation:
LUMO level in eV: 0.030
ΔE to the lowest compared entry with this formula, charge and spin in kcal per mole: 24.8
Calculated total energy in eV: -31786.157

natural (NBO) atomic charge list, values in e, 4 entries: C -0.608; C -0.392; C -0.409; C -0.065